{
  "formula": "C43H49F3I2N2O29S7",
  "method": "ωB97M-V/def2-TZVPD",
  "species": ["C", "C", "O", "C", "C", "O", "C", "C", "C", "C", "C", "F", "C", "F", "F", "C", "C", "I", "C", "C", "I", "C", "C", "C", "N", "C", "C", "O", "C", "C", "O", "C", "O", "C", "C", "N", "C", "S", "C", "O", "C", "C", "C", "C", "O", "O", "C", "S", "C", "C", "O", "H", "H", "H", "H", "H", "H", "H", "H", "H", "H", "H", "H", "H", "H", "H", "H", "H", "H", "H", "H", "H", "H", "H", "H", "H", "H", "H", "H", "H", "O", "S", "O", "O", "C", "C", "O", "H", "H", "H", "H", "O", "S", "O", "O", "C", "C", "O", "H", "H", "H", "H", "O", "S", "O", "O", "C", "C", "O", "H", "H", "H", "H", "O", "S", "O", "O", "C", "C", "O", "H", "H", "H", "H", "O", "S", "O", "O", "C", "C", "O", "H", "H", "H", "H"],
  "xyz": [[5.090307, -4.491299, 1.496861], [3.517329, -4.647605, 2.041143], [3.060476, -3.479111, 2.815667], [1.613475, -3.568986, 3.086983], [0.838984, -3.013017, 1.751602], [-0.535343, -2.489277, 2.051211], [-0.699376, -1.430220, 1.000454], [-0.492855, 0.183579, 1.375665], [-0.102442, 0.726585, 2.872484], [-1.005441, 0.112208, 4.094834], [-0.051531, 0.093310, 5.436892], [-0.453573, 0.976271, 6.589555], [1.187389, -0.711506, 5.623636], [2.494731, -0.489948, 4.963816], [1.095367, -1.833909, 6.631565], [-0.665238, 1.345338, 0.195254], [-0.520123, 2.960456, 0.436305], [-2.378016, 3.998049, 1.108216], [0.714711, 3.771785, 0.238489], [0.574620, 5.404948, 0.505084], [2.594017, 2.843814, -0.405809], [-1.005385, 0.831087, -1.326137], [-1.179075, -0.792620, -1.688191], [-1.055169, -1.958610, -0.544959], [-1.224773, -3.444433, -0.730661], [-0.336962, -4.029833, -1.798194], [-0.792029, -4.952347, -3.073647], [0.997815, -3.800077, -1.669069], [-2.663886, -3.883913, -0.827642], [-3.977520, -2.913958, -1.029278], [-2.933608, -5.211880, -0.686501], [-1.477101, -1.190445, -3.263867], [-2.349452, -2.108291, -3.687092], [-0.616951, -0.298495, -4.387534], [0.074828, -0.921224, -5.736726], [-0.055262, -2.403663, -6.075487], [1.049204, -3.022361, -5.537534], [2.662491, -3.556556, -5.190531], [0.942409, 0.118802, -6.718282], [1.590750, -0.519238, -7.911902], [1.146764, 1.718916, -6.425615], [2.019429, 2.776884, -7.323855], [1.992817, 2.505093, -8.940948], [2.288806, 3.903695, -9.788218], [3.082546, 3.785777, -10.889063], [1.784350, 5.237394, -9.422406], [0.424214, 2.323562, -5.045927], [0.580193, 4.150587, -4.516939], [-0.453434, 1.327148, -4.029396], [-1.157615, 1.883093, -2.617611], [-1.823164, 3.037774, -2.516069], [5.653324, -3.690359, 2.179554], [5.073377, -4.127675, 0.365811], [5.668766, -5.513425, 1.496901], [3.505937, -5.647139, 2.674560], [2.861268, -4.869677, 1.081188], [1.315477, -4.720256, 3.185326], [1.269236, -3.034776, 4.070526], [0.776036, -3.862714, 0.938572], [1.404279, -2.095755, 1.237675], [1.028031, 0.393107, 3.060831], [-0.113096, 1.892903, 2.984427], [-1.542890, -0.900228, 3.860265], [-1.874064, 0.899377, 4.313305], [1.553536, 6.006251, 0.263400], [-0.232567, 5.777102, -0.291910], [0.162159, 5.676327, 1.566433], [-1.814751, -4.659283, -3.560857], [0.096450, -5.058344, -3.862340], [-0.940767, -6.057442, -2.646912], [-4.856282, -3.411402, -1.628532], [-4.408760, -2.721830, 0.067207], [-3.747273, -1.859903, -1.481464], [2.561910, -0.734892, -7.678222], [1.688192, 3.914206, -7.175247], [3.140542, 2.740989, -6.915219], [1.032614, 1.965172, -9.338537], [2.918610, 1.792143, -9.174411], [1.583978, 5.743271, -10.265715], [1.876558, 4.625197, -4.783858], [-4.968856, 5.365951, 3.219982], [-4.929229, 6.308571, 2.124068], [-3.715354, 6.959679, 1.689363], [-6.062437, 7.449290, 2.393323], [-6.985000, 7.469326, 1.305358], [-6.988830, 6.048517, 0.747678], [-5.633819, 5.612352, 0.828206], [-6.618589, 8.183830, 0.561198], [-7.974785, 7.780034, 1.650410], [-7.346674, 6.006893, -0.283819], [-7.595532, 5.382444, 1.370246], [7.370521, -0.211772, -0.389336], [6.118207, 0.210145, -0.976553], [5.614218, 1.559645, -0.870491], [4.953578, -0.819150, -0.484527], [4.344328, -1.426982, -1.622309], [5.424354, -1.448197, -2.700648], [6.125337, -0.215712, -2.551044], [3.495640, -0.805982, -1.926672], [3.989134, -2.430699, -1.373991], [5.006889, -1.534736, -3.706632], [6.135160, -2.263751, -2.530478], [-7.965940, 6.959722, -1.732186], [-9.273073, 6.918650, -2.349313], [-10.176679, 8.045534, -2.354820], [-10.068139, 5.618493, -1.770210], [-10.429201, 4.761172, -2.851796], [-9.371564, 4.994063, -3.927381], [-9.095553, 6.392138, -3.882838], [-11.422189, 5.057807, -3.204685], [-10.458006, 3.719924, -2.519761], [-9.716917, 4.700669, -4.921576], [-8.445370, 4.459344, -3.691645], [-0.716243, 0.106015, 13.254482], [-1.559033, 0.658466, 12.217355], [-2.490537, 1.737303, 12.451480], [-2.356880, -0.570313, 11.502206], [-2.049515, -0.590196, 10.109251], [-0.649687, 0.006827, 9.991935], [-0.611624, 1.060297, 10.951900], [-2.787074, 0.029259, 9.588836], [-2.096247, -1.611916, 9.723014], [-0.443123, 0.390493, 8.989986], [0.115884, -0.726982, 10.265351], [7.422591, -7.315624, 0.785761], [7.936328, -8.409502, 1.579886], [7.955578, -9.777449, 1.116472], [7.207876, -8.365437, 3.037732], [8.195275, -8.234127, 4.059003], [9.360422, -7.494433, 3.407080], [9.437025, -8.013449, 2.081359], [8.493785, -9.238800, 4.375347], [7.788104, -7.689884, 4.915324], [10.302561, -7.651355, 3.937665], [9.156377, -6.420685, 3.338071]],
  "forces_ev_per_a": [[-0.47, 0.78, 0.00], [1.15, -1.57, -1.00], [-1.17, -1.50, -0.45], [-0.86, -1.10, -0.99], [1.14, 0.13, -0.64], [1.08, 2.70, -3.22], [-0.66, 1.43, -1.66], [-0.95, -0.18, -2.86], [0.97, -1.05, -0.14], [-0.08, 2.02, 0.72], [1.94, -0.20, -0.21], [0.25, -3.52, -2.45], [-1.48, 0.41, 0.53], [-4.74, -1.82, 1.87], [1.51, 4.11, -2.41], [-0.49, -3.03, -1.58], [3.46, 0.36, -0.65], [1.78, -1.28, -0.60], [-4.57, -0.97, 1.23], [-0.20, -0.13, -1.35], [-1.55, 0.75, 0.56], [0.46, -2.07, 1.62], [0.49, 0.48, 2.27], [0.74, 4.50, 1.49], [-1.54, 1.21, -2.69], [6.63, 0.61, 0.02], [-0.23, -1.26, 0.82], [-8.11, -1.02, -0.62], [-2.57, -6.36, 0.45], [0.11, 0.79, 1.19], [2.27, 8.25, -1.04], [-2.53, -2.43, -2.09], [5.38, 5.24, 2.92], [1.56, 2.07, -1.38], [0.00, 4.12, 1.60], [6.46, -1.13, 3.89], [-0.57, 2.68, -2.48], [-5.52, 1.40, -0.96], [-0.25, 0.60, 1.71], [0.29, 1.30, 3.35], [-2.29, -1.86, 2.55], [0.11, 0.17, 0.23], [1.25, 0.19, 0.37], [3.87, 0.00, -5.69], [-5.31, 0.94, 6.96], [0.29, -3.33, -1.31], [-0.10, -3.58, -0.36], [0.05, -1.56, -0.50], [1.52, -1.03, -2.37], [-2.27, 3.39, 0.46], [4.44, -7.19, -0.75], [-1.20, -1.82, -1.61], [0.11, -0.55, 2.51], [-1.31, 1.99, 0.20], [-0.25, 2.15, -0.87], [1.06, 0.72, 2.01], [0.60, 2.42, 0.00], [1.07, -0.71, -1.98], [-0.04, 1.74, 1.66], [-0.68, -2.19, 1.43], [-2.37, 0.66, -0.54], [-0.12, -2.30, -0.71], [1.62, 1.70, 0.64], [1.94, -1.70, -0.35], [-1.78, -1.51, 0.64], [1.68, -0.81, 1.79], [0.94, -0.80, -2.00], [2.11, -0.26, 1.03], [-1.96, 0.73, 2.02], [0.25, 2.44, -0.76], [2.25, 0.56, 1.12], [1.04, -0.46, -2.29], [-0.22, -2.22, 0.83], [-2.27, 0.56, -0.26], [0.24, -2.75, 0.09], [-2.38, -0.04, -1.03], [1.72, 1.38, 0.86], [-2.18, 1.78, 0.11], [0.83, -1.05, 1.13], [-1.02, -1.29, -0.08], [0.43, 1.24, -1.25], [-0.28, 0.12, 0.08], [-1.32, -1.02, 0.69], [0.71, -1.01, 0.12], [-0.24, 0.07, -0.84], [-0.82, -0.13, 0.31], [0.94, 0.75, 0.75], [-0.11, -0.10, 0.01], [0.28, -0.08, 0.16], [0.55, -0.12, 0.61], [0.00, 0.10, 0.05], [-1.72, 0.89, -0.61], [0.34, -0.22, 0.29], [0.81, -1.44, -0.12], [1.07, 0.54, -0.29], [-0.48, -0.07, -0.63], [-0.05, -0.75, 0.24], [-0.31, 0.65, 0.88], [0.02, -0.10, -0.02], [0.12, 0.22, 0.16], [0.12, 0.28, 0.15], [-0.12, 0.01, -0.03], [-1.81, 0.49, -0.99], [-0.45, 0.39, -0.41], [1.57, -1.38, 0.13], [0.95, 0.74, -0.21], [-0.42, -0.24, -0.67], [0.20, -0.74, 0.24], [-0.47, 0.58, 1.03], [0.10, -0.06, 0.01], [0.11, 0.29, 0.15], [0.05, 0.32, 0.14], [-0.12, -0.04, -0.04], [-1.31, 0.81, -1.14], [0.11, 0.18, 0.40], [1.36, -1.33, -0.09], [0.74, 0.54, 0.53], [0.00, 0.27, -0.67], [0.16, -0.71, -0.22], [-0.96, 0.01, 0.68], [0.10, -0.06, -0.01], [-0.01, 0.12, 0.30], [-0.07, 0.17, 0.28], [-0.09, 0.00, -0.09], [0.46, -1.58, 0.87], [-0.07, -0.13, -0.41], [-0.03, 1.93, 0.35], [0.42, 0.34, -0.95], [0.54, -0.24, 0.42], [-0.27, 0.54, 0.44], [-0.88, -0.68, -0.23], [0.01, 0.11, 0.01], [-0.12, -0.06, -0.31], [-0.10, -0.13, -0.30], [0.02, -0.08, 0.10]],
  "multiplicity": 1,
  "energy_ev": -207901.14455,
  "lumo_ev": -2.18,
  "orbital_gap_ev": 6.61,
  "molar_mass_da": 1593.12,
  "max_force_ev_per_a": 8.80,
  "homo_ev": -8.8
}